No. 1
Density functional theory data (wB97M-V/def2-TZVPD) for 8 unconnected molecules or ions with the total composition C46H96F4NO13PSSi in a non-equilibrium geometry.

```
! wB97M-V def2-TZVPD RIJCOSX def2/J DEFGRID3
* xyz 0 1
C 4.268 5.613 0.300
C 2.787 5.426 -0.377
O 1.737 5.941 0.304
O 2.472 4.712 -1.625
C 3.477 3.690 -1.957
C 3.490 2.385 -0.950
C 2.381 1.234 -1.302
C 1.345 0.889 -0.034
O 0.422 -0.220 -0.324
C -0.543 0.090 -1.380
C -1.728 1.145 -0.974
C -1.517 2.648 -1.675
O -1.563 3.750 -0.682
Si -2.407 5.158 -1.320
C -1.844 5.689 -3.097
C -2.193 6.758 -0.206
C -4.347 4.868 -1.393
C -1.252 -1.367 -1.795
C -2.277 -1.944 -0.649
C -1.538 -2.565 0.681
C -1.810 -1.755 2.075
O -0.941 -2.000 3.095
N -2.942 -0.803 2.379
C -2.522 0.240 3.437
C -1.308 1.327 3.181
C -0.931 2.465 4.339
C -1.805 2.490 5.762
C -2.982 1.378 6.024
C -3.338 0.267 4.868
O -1.919 -1.333 -3.108
C -1.286 -2.292 -4.058
P 0.496 -1.758 -4.588
S 0.563 -0.046 -5.512
C 2.247 0.417 1.256
F 3.565 -0.209 0.864
F 1.482 -0.716 1.900
C 2.455 1.536 2.425
F 1.963 0.957 3.730
F 1.895 2.875 2.156
H 4.227 6.547 1.035
H 5.148 5.768 -0.455
H 4.513 4.684 0.993
H 4.585 4.099 -2.022
H 3.237 3.271 -3.048
H 4.559 1.875 -1.103
H 3.481 2.778 0.151
H 1.757 1.654 -2.229
H 2.873 0.227 -1.711
H 0.723 1.867 0.126
H -0.071 0.482 -2.390
H -2.740 0.736 -1.455
H -1.867 1.242 0.183
H -0.518 2.699 -2.322
H -2.390 2.885 -2.451
H -2.396 5.063 -3.927
H -2.047 6.843 -3.316
H -0.684 5.544 -3.146
H -3.246 7.248 0.061
H -1.602 7.618 -0.782
H -1.671 6.473 0.802
H -4.884 5.611 -0.642
H -4.647 3.786 -1.049
H -4.777 5.135 -2.464
H -0.345 -2.141 -1.849
H -3.155 -1.176 -0.391
H -2.843 -2.864 -1.160
H -1.835 -3.710 0.850
H -0.367 -2.597 0.464
H -3.224 -0.218 1.564
H -0.692 1.343 2.161
H -0.087 3.292 4.185
H -1.555 3.327 6.570
H -3.608 1.382 7.023
H -4.184 -0.542 5.027
H -1.221 -3.357 -3.571
H -1.938 -2.415 -5.042
H 1.273 -1.646 -3.349
H 1.094 -2.838 -5.337
H 3.630 1.658 2.579
C -2.035 7.850 -7.425
C -2.767 7.906 -6.094
C -3.685 9.116 -6.016
O -1.817 7.966 -5.033
H -1.405 8.736 -7.563
H -1.369 6.981 -7.461
H -2.739 7.787 -8.260
H -3.353 6.991 -5.957
H -3.114 10.047 -6.105
H -4.196 9.150 -5.048
H -4.438 9.092 -6.810
H -1.292 8.776 -5.147
C 6.546 -1.565 -2.776
C 7.171 -0.211 -2.481
C 8.325 -0.336 -1.499
O 6.181 0.658 -1.938
H 6.140 -2.016 -1.864
H 5.709 -1.458 -3.475
H 7.278 -2.253 -3.210
H 7.528 0.240 -3.413
H 7.983 -0.744 -0.542
H 8.758 0.648 -1.287
H 9.111 -0.987 -1.895
H 5.858 0.266 -1.110
C -4.283 3.138 10.383
C -5.227 2.987 9.200
C -6.681 3.030 9.642
O -4.969 1.748 8.545
H -4.422 2.322 11.101
H -3.241 3.092 10.051
H -4.446 4.089 10.899
H -5.039 3.786 8.475
H -6.905 2.211 10.334
H -7.348 2.909 8.782
H -6.915 3.978 10.136
H -5.134 1.032 9.181
C -2.540 -6.682 -1.899
C -1.225 -6.587 -2.657
C -0.157 -7.467 -2.026
O -0.779 -5.234 -2.661
H -2.420 -6.345 -0.863
H -3.295 -6.034 -2.356
H -2.917 -7.709 -1.891
H -1.379 -6.885 -3.699
H 0.047 -7.158 -0.995
H 0.787 -7.380 -2.575
H -0.464 -8.518 -2.022
H -0.639 -4.960 -1.739
C 1.613 -5.715 3.049
C 1.682 -5.300 1.588
C 3.082 -4.848 1.206
O 0.762 -4.236 1.356
H 1.868 -4.877 3.707
H 0.597 -6.026 3.314
H 2.298 -6.544 3.257
H 1.379 -6.139 0.952
H 3.389 -3.980 1.798
H 3.113 -4.541 0.155
H 3.811 -5.650 1.358
H 1.024 -3.486 1.917
C 6.585 -6.495 -3.067
C 7.902 -5.758 -2.887
C 8.927 -6.622 -2.171
O 7.679 -4.568 -2.135
H 6.151 -6.765 -2.097
H 5.853 -5.856 -3.573
H 6.720 -7.407 -3.656
H 8.293 -5.458 -3.866
H 8.577 -6.897 -1.169
H 9.867 -6.075 -2.037
H 9.133 -7.539 -2.733
H 7.332 -4.825 -1.264
C -6.085 -3.485 3.429
C -6.218 -4.005 2.007
C -5.265 -5.161 1.748
O -5.941 -2.950 1.089
H -5.072 -3.110 3.616
H -6.768 -2.645 3.597
H -6.307 -4.269 4.159
H -7.249 -4.332 1.829
H -4.223 -4.846 1.875
H -5.363 -5.518 0.717
H -5.462 -5.996 2.428
H -5.028 -2.654 1.240
*
```

Properties
orbital gap	0.3036	Eh
SMILES string	CC(=O)OCCC[C@@H](O[C@H](CCO[Si](C)(C)C)[C@@H](CCC(=O)Nc1ccccc1)OC[PH2]=S)C(F)(F)C(F)F.CC(C)O.CC(C)O.CC(C)O.CC(C)O.CC(C)O.CC(C)O.CC(C)O
LUMO level	0.0088	Ha

***

No. 2
Density functional theory data (wB97M-V/def2-TZVPD) for 9 unconnected molecules or ions with the total composition C47H109BBrClIN2O15P2S in a non-equilibrium geometry.

```
! wB97M-V def2-TZVPD RIJCOSX def2/J DEFGRID3
* xyz 1 1
C -6.790 -4.105 -0.047
C -5.256 -3.866 -0.420
O -4.996 -2.513 -0.940
P -3.302 -2.234 -0.792
O -3.058 -1.617 0.589
C -2.698 -0.988 -2.095
C -1.621 -1.600 -3.111
C -0.481 -0.594 -3.582
C 0.295 0.141 -2.418
N 0.846 1.359 -2.410
C 0.717 2.147 -3.665
C 1.532 1.622 -4.932
C 2.683 0.554 -4.657
Cl 4.249 0.858 -5.546
C 1.496 1.832 -1.116
C 0.704 3.190 -0.754
C 1.120 3.867 0.637
C 1.585 5.415 0.464
I 0.123 6.693 1.523
B 3.020 2.378 -1.279
O 3.911 2.651 -0.157
O 3.593 2.695 -2.570
C 1.197 0.579 -0.180
S 2.604 -0.106 0.866
P -0.139 0.794 1.206
O -1.646 1.135 0.457
Br -0.241 -1.208 2.338
C 0.505 -0.626 -1.041
C 1.257 -2.039 -1.094
C 2.625 -1.999 -1.971
N 3.378 -3.236 -1.627
C 4.811 -2.980 -1.282
C 5.091 -3.769 0.112
C 3.215 -4.220 -2.706
C 2.074 -5.333 -2.471
O 3.853 -4.226 -3.780
O -2.568 -3.757 -0.950
C -1.836 -4.149 0.252
C -1.459 -5.713 0.039
H -7.475 -3.219 -0.230
H -7.183 -4.952 -0.719
H -6.932 -4.497 1.023
H -4.975 -4.670 -1.189
H -4.657 -4.068 0.541
H -3.639 -0.740 -2.712
H -2.355 -0.006 -1.645
H -1.187 -2.595 -2.736
H -2.203 -1.890 -4.060
H 0.247 -1.198 -4.239
H -0.976 0.145 -4.313
H -0.397 2.125 -3.950
H 0.960 3.259 -3.548
H 0.777 1.128 -5.641
H 1.996 2.483 -5.530
H 2.291 -0.462 -5.022
H 2.947 0.400 -3.559
H -0.409 2.946 -0.747
H 0.833 4.010 -1.553
H 1.846 3.265 1.272
H 0.155 3.928 1.260
H 1.545 5.768 -0.612
H 2.583 5.625 0.980
H 3.981 3.628 -0.123
H 4.380 3.265 -2.453
H 3.024 0.965 1.669
H -2.271 1.334 1.189
H -0.494 -0.903 -0.557
H 1.433 -2.498 -0.056
H 0.601 -2.816 -1.635
H 2.338 -1.933 -3.086
H 3.171 -1.031 -1.734
H 5.033 -1.886 -1.063
H 5.541 -3.390 -2.047
H 5.812 -3.218 0.796
H 5.537 -4.797 -0.146
H 4.109 -3.986 0.670
H 2.191 -5.861 -1.467
H 1.041 -4.838 -2.567
H 2.144 -6.106 -3.297
H -2.517 -4.061 1.153
H -0.888 -3.518 0.322
H -2.105 -6.175 -0.791
H -1.678 -6.297 0.988
H -0.365 -5.786 -0.258
C 7.772 -8.492 1.202
C 6.859 -8.013 0.084
C 7.034 -8.854 -1.171
O 7.151 -6.647 -0.214
H 8.824 -8.413 0.908
H 7.645 -7.873 2.094
H 7.562 -9.532 1.466
H 5.818 -8.058 0.415
H 8.060 -8.786 -1.546
H 6.381 -8.493 -1.968
H 6.801 -9.902 -0.979
H 8.069 -6.596 -0.507
C 3.723 -6.110 -7.822
C 3.154 -4.712 -8.006
C 4.225 -3.649 -7.815
O 2.101 -4.500 -7.067
H 4.122 -6.238 -6.810
H 2.941 -6.863 -7.951
H 4.522 -6.309 -8.540
H 2.721 -4.621 -9.006
H 4.641 -3.693 -6.803
H 3.800 -2.650 -7.939
H 5.039 -3.775 -8.533
H 2.477 -4.579 -6.179
C -4.809 8.015 3.346
C -4.100 8.394 2.056
C -4.306 7.339 0.980
O -2.703 8.547 2.308
H -4.418 7.073 3.744
H -4.642 8.776 4.113
H -5.885 7.907 3.188
H -4.473 9.359 1.701
H -3.897 6.374 1.296
H -3.781 7.619 0.062
H -5.367 7.211 0.751
H -2.364 7.698 2.623
C -3.470 13.067 5.582
C -3.367 11.565 5.798
C -1.939 11.076 5.613
O -4.222 10.893 4.873
H -3.169 13.336 4.565
H -4.503 13.402 5.706
H -2.838 13.611 6.288
H -3.714 11.314 6.803
H -1.586 11.277 4.597
H -1.882 9.994 5.760
H -1.262 11.560 6.320
H -3.923 11.109 3.980
C -7.020 -3.853 4.478
C -6.361 -5.208 4.275
C -6.495 -6.081 5.512
O -4.978 -5.021 3.973
H -6.551 -3.309 5.304
H -6.906 -3.233 3.585
H -8.086 -3.961 4.694
H -6.815 -5.713 3.418
H -6.006 -5.615 6.373
H -6.007 -7.046 5.355
H -7.545 -6.257 5.759
H -4.567 -4.575 4.725
C 5.436 -12.962 -2.913
C 4.606 -11.861 -2.270
C 3.138 -11.981 -2.650
O 5.102 -10.589 -2.684
H 5.383 -12.902 -4.005
H 6.489 -12.857 -2.641
H 5.091 -13.950 -2.601
H 4.709 -11.911 -1.182
H 3.007 -11.888 -3.732
H 2.556 -11.178 -2.190
H 2.724 -12.941 -2.330
H 5.015 -10.534 -3.645
C -1.306 6.792 -4.272
C -0.784 6.917 -2.849
C -0.621 8.374 -2.445
O 0.478 6.247 -2.745
H -0.608 7.243 -4.984
H -1.408 5.740 -4.553
H -2.278 7.278 -4.380
H -1.473 6.420 -2.160
H 0.100 8.882 -3.094
H -0.235 8.448 -1.425
H -1.572 8.908 -2.498
H 1.094 6.680 -3.351
C -3.493 8.282 10.549
C -3.360 9.795 10.466
C -4.648 10.487 10.883
O -3.030 10.170 9.130
H -4.280 7.923 9.878
H -2.564 7.798 10.236
H -3.729 7.962 11.567
H -2.540 10.127 11.108
H -5.475 10.204 10.223
H -4.542 11.573 10.808
H -4.919 10.233 11.911
H -3.749 9.881 8.554
*
```

Properties
orbital gap	0.2712	Eh
LUMO level	-0.1299	Ha

***

- Among the records above, which one has the highest orbital gap?
  C46H96F4NO13PSSi